Entry 1:
Computed, not measured: a molecular structure, H43O21, with wB97M-V/def2-TZVPD.

Summary:
Relative energy (zero: lowest compared OMol25 entry of this formula, charge and spin): 244.2 kcal per mole
Frontier orbital gap: 0.373 Eh
Molar mass: 379.32 g mol⁻¹

ORCA input file:
```
! RIJCOSX wB97M-V def2-TZVPD def2/J DEFGRID3
* xyz 1 1
O -3.85 1.08 -0.58
H 4.22 0.43 -0.65
H -2.66 -2.71 -2.01
O 1.99 -1.82 1.17
H 2.73 -1.55 0.58
H 2.17 4.27 1.18
O 3.67 0.19 0.15
H 2.78 0.51 -0.22
H -1.42 -3.86 -0.50
O 1.50 3.26 3.61
H 0.60 -3.77 -0.78
H 4.75 -3.15 -0.40
O -0.39 -1.00 -0.77
H -0.60 -1.51 0.03
H -1.04 -1.58 -1.35
O 0.86 -4.19 -1.59
H -2.14 3.57 3.08
H 0.47 -3.55 -3.71
O -1.10 0.88 0.24
H -0.92 -0.04 -0.49
H 1.60 -3.89 -1.94
O 1.19 4.45 1.18
H -4.43 1.76 -0.82
H 1.21 -4.30 2.46
O -3.20 3.73 1.24
H 0.39 1.16 -2.07
H -0.49 1.17 4.98
O -1.64 -3.02 -0.14
H 1.18 3.98 3.04
H -0.82 2.97 -2.83
O -1.23 3.27 3.09
H -1.12 3.13 2.14
H -0.34 1.34 0.50
O 1.39 1.61 1.23
H 1.01 1.28 1.92
H -2.04 1.34 0.11
O -0.31 0.75 -2.47
H -2.40 4.21 1.18
H 0.14 0.47 -3.45
O -0.47 -3.07 -3.72
H -0.85 -3.95 -3.31
H 0.72 5.18 0.94
O -3.27 -3.22 -2.67
H -0.95 4.58 -3.08
H 2.05 -2.77 1.12
O 1.99 0.00 -4.15
H -3.86 1.59 0.35
O -2.20 -0.80 1.91
H -2.51 -0.21 1.39
H 2.22 -4.70 1.42
O -0.33 3.74 -3.11
H -3.38 3.95 2.25
H -1.36 -0.28 2.27
O 3.89 -2.99 -0.81
H -1.87 -3.05 0.90
H 2.29 2.01 1.50
O 1.31 -4.50 1.50
H 4.23 -3.12 -1.81
H 1.89 2.54 3.23
O -0.82 0.54 4.46
H -1.61 0.09 4.91
H -3.59 -2.51 -3.04
H 2.09 -0.58 -4.84
H 2.68 0.64 -3.95
*
```


Entry 2:
Computed, not measured: a molecular structure, C19H28NO5V, with wB97M-V/def2-TZVPD.

Summary:
Relative energy (zero: lowest compared OMol25 entry of this formula, charge and spin): 2.9 kcal per mole
⟨S²⟩: 2.029
Frontier orbital gap (spin up / spin down): 0.252 / 0.179 Eh
Molar mass: 401.38 g mol⁻¹

ORCA input file:
```
! RIJCOSX wB97M-V def2-TZVPD def2/J DEFGRID3
* xyz 0 3
O 0.06 0.11 -6.60
C 0.35 1.40 -7.25
C 0.32 0.79 -8.65
H 1.34 1.75 -6.95
H -0.42 2.14 -7.04
C 0.24 -0.57 -7.89
H 1.24 0.93 -9.21
H -0.58 1.10 -9.20
C 1.57 -1.30 -7.94
H 2.39 -0.61 -7.69
H 1.72 -1.75 -8.93
H 1.59 -2.11 -7.19
C -0.95 -1.46 -8.15
H -1.89 -0.91 -8.00
H -0.92 -2.29 -7.43
H -0.92 -1.89 -9.16
V -0.34 -0.32 -0.47
C -2.16 -0.69 0.91
C -2.07 0.74 0.83
C -2.26 1.12 -0.54
H -1.92 1.42 1.67
C -2.50 -0.08 -1.32
C -2.44 -1.19 -0.41
H -2.63 -2.25 -0.66
H -2.08 -1.27 1.82
H -2.27 2.15 -0.91
H -2.72 -0.11 -2.39
C 1.03 -1.58 0.96
C 0.18 -2.46 0.20
C 0.55 -2.33 -1.20
H -0.55 -3.14 0.60
C 1.62 -1.37 -1.28
C 1.93 -0.93 0.05
H 2.73 -0.26 0.35
H 1.08 -1.48 2.04
H 0.16 -2.92 -2.02
H 2.13 -1.08 -2.19
O 1.71 1.03 -4.83
C 0.51 0.36 -4.34
C -0.63 1.41 -4.32
H 0.74 0.15 -3.27
H 0.31 -0.59 -4.84
C 0.15 2.76 -4.21
H -1.32 1.16 -3.49
H -1.20 1.37 -5.26
C 1.62 2.30 -4.13
H -0.08 3.30 -3.29
H -0.03 3.39 -5.08
H 1.77 2.11 -3.06
H 2.36 3.04 -4.48
O 1.29 0.16 4.41
N 0.45 -0.22 3.59
O -0.74 0.05 3.56
O 0.36 1.09 -0.98
*
```


Entry 3:
Computed, not measured: a molecular structure, C12H9MoN3O5, with wB97M-V/def2-TZVPD.

Summary:
Frontier orbital gap: 0.245 Eh
Molar mass: 371.16 g mol⁻¹

ORCA input file:
```
! RIJCOSX wB97M-V def2-TZVPD def2/J DEFGRID3
* xyz 2 1
Mo 0.16 1.71 1.70
O -0.12 -2.86 5.76
C -0.13 -1.88 4.89
C -1.30 -1.22 4.46
C -1.16 -0.21 3.55
N 0.03 0.15 3.08
C 1.15 -0.48 3.47
C 1.12 -1.49 4.37
C 2.36 0.11 2.80
O 3.49 -0.16 2.90
O 1.86 1.17 1.94
C -2.25 0.64 2.96
O -3.40 0.60 3.14
O -1.62 1.56 2.06
H -1.00 -3.10 6.10
H -2.28 -1.49 4.84
H 2.02 -2.00 4.70
N 0.01 6.44 -2.31
C 0.03 5.43 -1.46
C 1.23 5.01 -0.83
C 1.20 3.98 0.04
N 0.06 3.28 0.35
C -1.10 3.68 -0.28
C -1.15 4.71 -1.15
H 0.85 6.96 -2.53
H -0.84 6.74 -2.76
H 2.17 5.51 -1.03
H 2.12 3.66 0.52
H -2.00 3.13 -0.03
H -2.10 4.97 -1.61
*
```


Entry 4:
Computed, not measured: C4H7NO in the gas phase, with wB97M-V/def2-TZVPD.

Summary:
Relative energy (zero: lowest compared OMol25 entry of this formula, charge and spin): 145.7 kcal per mole
Frontier orbital gap (spin up / spin down): 0.281 / 0.305 Eh
Molar mass: 85.11 g mol⁻¹

ORCA input file:
```
! RIJCOSX wB97M-V def2-TZVPD def2/J DEFGRID3
* xyz 0 1
C -1.45 -0.23 0.40
C -0.59 -0.84 -0.50
C 0.28 0.04 -1.32
N 1.09 -0.38 -0.23
C 1.10 0.51 0.94
O 1.93 1.39 0.52
H -0.01 0.82 1.14
H -1.97 -0.82 1.15
H -1.82 0.78 0.24
H -0.53 -1.92 -0.56
H 0.63 -0.32 -2.29
H -0.02 1.09 -1.33
H 1.37 -0.10 1.83
*
```


Entry 5:
Computed, not measured: 4 unconnected molecules or ions with the total composition C31H50N7O3S, with wB97M-V/def2-TZVPD.

Summary:
Frontier orbital gap: 0.255 Eh
Molar mass: 600.85 g mol⁻¹

ORCA input file:
```
! RIJCOSX wB97M-V def2-TZVPD def2/J DEFGRID3
* xyz 1 1
C -6.10 0.57 0.02
C -5.12 1.43 -0.85
C -3.91 2.00 -0.02
C -2.79 0.90 0.02
C -1.32 1.42 0.27
O -0.98 2.74 -0.05
C -0.44 0.60 -0.76
N -0.58 -0.87 -0.78
C 0.94 0.82 -0.06
S 2.40 0.83 -1.18
C 2.08 -0.36 -2.56
O 2.41 2.18 -1.81
O 3.66 0.42 -0.55
N 0.87 0.99 1.22
C 2.01 1.20 2.10
N 2.03 0.18 3.17
C 1.82 -1.17 2.64
C -0.58 0.93 1.59
C -0.98 2.06 2.64
C -0.61 1.61 4.10
C -1.60 2.13 5.20
C -2.57 0.96 5.61
C -1.83 -0.24 6.29
N -2.42 -1.55 5.88
H -6.62 -0.22 -0.56
H -5.52 0.07 0.82
H -6.86 1.23 0.48
H -4.77 0.84 -1.72
H -5.70 2.29 -1.27
H -4.21 2.21 1.03
H -3.59 2.92 -0.55
H -2.79 0.40 -0.97
H -3.01 0.14 0.81
H -1.61 3.36 0.31
H -0.54 0.96 -1.81
H 0.31 -1.34 -0.65
H -1.17 -1.21 -0.02
H 1.17 -0.04 -3.08
H 1.99 -1.40 -2.18
H 2.97 -0.26 -3.22
H 2.99 1.18 1.58
H 1.91 2.18 2.62
H 2.90 0.25 3.69
H 1.97 -1.90 3.47
H 2.53 -1.44 1.82
H 0.77 -1.33 2.30
H -0.91 -0.05 1.98
H -2.06 2.28 2.50
H -0.36 2.95 2.39
H -0.49 0.51 4.10
H 0.38 2.04 4.33
H -2.14 3.06 4.92
H -1.00 2.39 6.10
H -3.27 1.38 6.37
H -3.09 0.64 4.69
H -1.85 -0.19 7.39
H -0.75 -0.29 6.01
H -3.11 -1.41 5.15
H -1.70 -2.13 5.45
N -2.50 2.52 -2.89
C -1.67 3.57 -2.90
C -1.44 4.36 -4.01
C -2.09 4.04 -5.19
C -2.96 2.96 -5.20
C -3.13 2.23 -4.04
H -1.19 3.77 -1.95
H -0.76 5.20 -3.95
H -1.94 4.63 -6.08
H -3.49 2.68 -6.11
H -3.80 1.38 -4.00
N 5.82 -2.35 -4.27
C 6.18 -1.08 -4.04
C 6.74 -0.26 -5.00
C 6.95 -0.77 -6.27
C 6.58 -2.08 -6.53
C 6.03 -2.83 -5.50
H 6.00 -0.73 -3.03
H 7.01 0.76 -4.76
H 7.38 -0.16 -7.05
H 6.73 -2.52 -7.51
H 5.72 -3.85 -5.66
N 1.07 -4.21 1.67
C 1.09 -4.24 0.34
C 1.30 -5.39 -0.41
C 1.52 -6.58 0.27
C 1.51 -6.57 1.65
C 1.28 -5.37 2.30
H 0.92 -3.29 -0.15
H 1.30 -5.35 -1.49
H 1.70 -7.50 -0.28
H 1.68 -7.48 2.22
H 1.27 -5.32 3.39
*
```


Entry 6:
Computed, not measured: a molecular structure, C28H25BeF5NO2, with wB97M-V/def2-TZVPD.

Summary:
Relative energy (zero: lowest compared OMol25 entry of this formula, charge and spin): 18.6 kcal per mole
Frontier orbital gap: 0.198 Eh
Molar mass: 511.52 g mol⁻¹

ORCA input file:
```
! RIJCOSX wB97M-V def2-TZVPD def2/J DEFGRID3
* xyz -1 1
C 2.50 -0.38 2.43
C 2.84 -0.96 1.19
C 2.65 -0.02 0.15
H 3.22 -1.97 1.05
C 2.13 1.19 0.73
C 2.16 1.00 2.21
H 2.19 2.15 0.29
C -0.86 -2.31 2.55
C 0.21 -3.00 1.88
C -0.02 -2.93 0.47
H 1.03 -3.50 2.36
C -1.24 -2.20 0.26
C -1.74 -1.79 1.53
H 2.94 -0.14 -0.89
H 1.97 1.80 2.93
H 2.60 -0.82 3.41
H -2.68 -1.29 1.70
H 0.58 -3.38 -0.31
H -1.01 -2.23 3.60
Be 0.63 0.44 1.50
C -1.95 -1.94 -1.04
C -3.34 -2.60 -0.95
C -1.19 -2.58 -2.23
H -3.24 -3.66 -0.69
H -3.86 -2.51 -1.92
H -3.95 -2.09 -0.18
H -1.12 -3.67 -2.08
H -0.17 -2.17 -2.33
H -1.74 -2.39 -3.15
C -2.18 -0.42 -1.25
C -0.90 0.34 -1.71
H -2.55 0.05 -0.32
H -2.87 -0.27 -2.10
O 0.19 0.38 -1.07
N -0.83 0.97 -2.89
C 0.16 2.03 -3.02
H -1.70 0.93 -3.43
C 1.54 1.49 -3.36
C 2.67 2.15 -2.88
H 2.51 3.06 -2.28
C 3.94 1.64 -3.14
H 4.80 2.17 -2.74
C 4.08 0.49 -3.92
H 5.07 0.11 -4.13
C 2.95 -0.16 -4.43
H 3.05 -1.06 -5.04
C 1.67 0.34 -4.16
H 0.77 -0.15 -4.55
H 0.22 2.76 -2.17
H -0.22 2.56 -3.88
F -2.88 3.21 6.25
C -2.36 2.64 5.14
C -2.81 2.99 3.86
F -3.76 3.93 3.76
C -2.29 2.41 2.73
F -2.74 2.76 1.52
C -1.26 1.48 2.88
O -0.75 0.98 1.76
C -0.84 1.07 4.13
F 0.10 0.11 4.29
C -1.37 1.66 5.24
F -0.95 1.29 6.46
*
```


Entry 7:
Computed, not measured: 11 unconnected molecules or ions with the total composition C20H54BF4N2O8, with wB97M-V/def2-TZVPD.

Summary:
Relative energy (zero: lowest compared OMol25 entry of this formula, charge and spin): 0.9 kcal per mole
Frontier orbital gap: 0.348 Eh
Molar mass: 537.46 g mol⁻¹

ORCA input file:
```
! RIJCOSX wB97M-V def2-TZVPD def2/J DEFGRID3
* xyz -1 1
B -0.35 -0.28 -0.12
F -1.10 -0.53 -1.20
F 0.93 0.05 -0.55
F -0.86 0.88 0.49
F -0.32 -1.29 0.80
C 4.75 -0.19 0.06
C 5.61 -1.11 -0.80
N 6.20 -1.78 -1.61
H 4.77 -0.67 1.20
H 5.05 0.73 0.26
H 3.73 -0.18 -0.56
C -2.93 -3.45 -0.35
C -3.46 -4.65 -1.26
N -3.91 -5.45 -1.99
H -2.20 -2.92 -1.05
H -3.79 -2.88 0.03
H -2.32 -3.50 0.57
C 3.24 -4.28 0.51
C 2.29 -3.06 0.73
O 1.12 -3.37 1.43
H 4.20 -3.85 0.02
H 2.60 -5.02 -0.20
H 3.59 -4.75 1.37
H 1.98 -2.58 -0.17
H 2.76 -2.31 1.19
H 0.59 -2.67 1.08
C -0.42 -1.99 5.42
C -0.03 -0.81 4.50
O 1.36 -0.65 4.59
H -0.17 -3.10 5.19
H -1.49 -1.92 5.49
H 0.08 -1.60 6.29
H -0.58 0.05 4.78
H -0.29 -0.89 3.41
H 1.61 -0.11 3.85
C 0.95 0.10 -4.14
C 2.18 -0.73 -3.75
O 1.99 -1.41 -2.51
H 0.04 -0.38 -4.22
H 1.25 0.58 -5.06
H 0.80 1.09 -3.60
H 3.01 -0.07 -3.54
H 2.27 -1.50 -4.61
H 1.50 -0.89 -1.87
C 3.44 2.09 3.17
C 2.28 1.80 2.25
O 2.06 0.36 2.15
H 3.18 1.95 4.21
H 3.39 3.12 3.10
H 4.34 1.66 2.74
H 2.52 2.13 1.09
H 1.25 2.09 2.42
H 1.46 0.05 1.54
C -2.52 3.97 -2.54
C -2.59 2.60 -2.07
O -1.78 1.61 -2.72
H -1.57 4.45 -2.55
H -3.11 4.71 -2.16
H -2.77 4.08 -3.52
H -3.58 2.05 -2.17
H -2.26 2.70 -0.98
H -1.37 1.05 -2.16
C 3.37 2.83 -2.25
C 2.23 3.59 -1.59
O 2.71 4.23 -0.46
H 3.07 2.51 -3.30
H 3.66 2.10 -1.76
H 4.15 3.64 -2.41
H 1.29 2.91 -1.26
H 1.84 4.37 -2.35
H 2.04 4.40 0.13
C -4.11 1.59 3.77
C -3.44 0.98 2.57
O -2.14 1.52 2.73
H -4.81 1.04 3.72
H -4.30 2.77 3.67
H -3.75 1.33 4.77
H -3.74 1.34 1.50
H -3.40 -0.16 2.54
H -1.64 1.33 1.88
C -5.48 -1.85 -2.93
C -4.38 -0.83 -2.36
O -3.14 -1.30 -2.92
H -6.37 -1.61 -2.29
H -5.21 -2.72 -2.77
H -5.55 -1.61 -3.98
H -4.28 -0.78 -1.31
H -4.64 0.04 -2.87
H -2.59 -0.74 -2.37
*
```


Entry 8:
Computed, not measured: a molecular structure, C4H6ClN2O, with wB97M-V/def2-TZVPD.

Summary:
Relative energy (zero: lowest compared OMol25 entry of this formula, charge and spin): 2.9 kcal per mole
⟨S²⟩: 2.022
Frontier orbital gap (spin up / spin down): 0.287 / 0.342 Eh
Molar mass: 133.56 g mol⁻¹

ORCA input file:
```
! RIJCOSX wB97M-V def2-TZVPD def2/J DEFGRID3
* xyz 1 3
C 1.79 1.10 0.72
C 0.55 1.71 0.57
C 0.09 -0.23 -0.61
C -1.69 -1.80 -0.50
N -0.34 0.91 -0.11
N 1.82 -0.16 0.36
O -0.39 -1.33 -0.95
Cl 0.11 3.30 0.97
H 2.66 1.64 1.07
H -1.70 -2.87 -0.68
H -2.47 -1.32 -1.10
H -1.84 -1.59 0.56
H -1.25 1.31 -0.36
H 2.65 -0.65 0.06
*
```


- Which value of molar mass does entry 1 give?
  379.32 g mol⁻¹